No. 1
The following is a quantum chemistry calculation of C25H29N3O3 in the gas phase in a non-equilibrium geometry, from OMol25.

```
60
Properties=species:S:1:pos:R:3:forces:R:3
C -9.8839 -0.7862 0.3753 0.03 -0.06 -0.17
H -1.9778 -0.2002 0.8785 0.06 0.00 0.07
H -3.6591 -0.8969 -0.8282 0.07 0.03 -0.13
H -10.8661 -0.8288 -0.0889 -0.13 0.04 0.01
H -9.0370 -2.3380 -0.8646 0.08 0.04 -0.06
O 5.3555 -1.0881 -2.0572 0.03 0.00 -0.27
H 10.8793 1.6122 0.9983 0.07 0.04 0.04
H -2.1928 2.3305 1.2342 0.03 0.00 0.08
H -3.1091 2.5806 -1.6803 -0.02 0.10 0.01
H -5.2457 1.7974 0.9664 0.09 -0.01 0.10
H 9.4629 1.9489 -1.0299 0.01 0.05 -0.05
H -4.7024 -1.9875 1.6040 0.23 0.00 0.12
N -3.9984 1.1246 -0.5330 -0.20 0.04 -0.03
N 8.9287 -1.0987 1.2626 -0.20 -0.44 0.14
H -9.8992 -1.3889 1.2804 -0.02 -0.02 0.09
H -1.1752 -0.8125 -0.5665 0.01 -0.05 0.04
C -5.6171 -0.2569 0.6396 0.68 -0.43 0.68
C -1.0759 1.3421 -0.3077 -0.46 -0.08 0.04
O 0.0910 1.3965 0.5029 0.13 0.08 0.08
C 3.5376 0.3604 0.6959 -0.04 -0.10 -0.15
H 7.1449 -2.2840 -1.1161 -0.01 -0.05 0.18
H -0.8106 1.5271 -1.3589 0.01 -0.01 0.09
O -6.7948 -0.0734 0.0053 -0.17 0.35 -0.20
C -7.4586 -1.2485 0.0209 -0.10 -0.97 0.04
H -9.6728 0.2445 0.6496 -0.03 0.09 0.06
C 7.1075 -1.9562 -0.0732 0.06 0.00 -0.21
H 2.1575 1.4681 1.9030 -0.01 0.07 0.10
C -4.6731 0.8940 0.7393 -0.20 -0.11 -0.24
C 1.2390 0.8025 0.0995 0.32 -0.05 0.10
H -6.9843 -3.2145 0.8379 -0.14 -0.21 -0.02
C -3.1245 0.0471 -0.9474 0.14 -0.16 0.00
C -5.5194 -1.5483 1.0676 0.04 0.70 -0.07
H 5.5003 -1.2325 1.0842 -0.10 -0.03 -0.11
H -3.9990 3.1828 -0.2747 0.02 0.02 -0.08
N 5.7899 -1.3942 0.1341 0.10 -0.08 0.29
C 2.3141 0.9205 0.9867 -0.25 0.05 0.01
H 7.6972 0.2552 -1.5400 -0.08 0.00 -0.11
H -2.9172 0.1897 -2.0133 -0.01 -0.09 -0.02
H 7.2541 -2.8065 0.5960 0.03 0.10 -0.10
H 10.4497 -0.3959 2.4198 0.10 0.08 0.05
C 5.0237 -0.9528 -0.8930 -0.06 -0.06 0.21
C 8.3341 0.1596 -0.6744 0.12 0.04 0.07
H 4.3516 0.4985 1.3936 0.06 0.02 0.06
H 2.8263 -0.9411 -2.3246 0.02 -0.03 -0.08
C -8.8164 -1.3052 -0.5915 0.08 0.30 0.26
C -1.7953 -0.0029 -0.1797 0.07 0.23 -0.20
H -8.8214 -0.6941 -1.4962 0.00 -0.11 -0.08
C -2.0048 2.4586 0.1673 0.13 -0.18 -0.28
C -6.7168 -2.1914 0.6687 -0.40 0.30 -0.35
H -3.9800 0.7000 1.5727 -0.12 0.02 0.01
C 10.1022 0.9098 0.7399 -0.03 -0.04 0.00
C 9.3134 1.0937 -0.3865 -0.05 -0.08 0.04
C 2.6674 -0.4235 -1.3907 0.30 -0.04 0.13
C 8.1811 -0.9278 0.1816 -0.05 -0.01 -0.16
H 0.6361 0.0190 -1.8207 -0.10 0.00 -0.03
C -3.3211 2.4000 -0.6210 0.14 0.13 0.09
C 3.7293 -0.3335 -0.4979 -0.27 0.15 -0.17
C 9.8657 -0.2045 1.5286 0.28 0.33 0.05
C 1.4328 0.1237 -1.1014 -0.31 0.13 0.02
H -1.5230 3.4260 0.0233 0.03 0.04 0.04
```
Forces are in eV/Å.

Its multiplicity is 1. The relative energy (zero: lowest compared OMol25 entry of this formula, charge and spin) is 292.0 kJ/mol. The value obtained for the frontier orbital gap is 9.097 eV. The value obtained for the LUMO energy is 0.8 eV. The HOMO energy is -8.3 eV. As for the molar mass: 419.525 g mol⁻¹. Its net charge is 0. The SMILES is CCc1ccc(CN2CCC(Oc3ccc(C(=O)NCc4ccccn4)cc3)CC2)o1.


No. 2
The following is a quantum chemistry calculation of C25H29NO3 in the gas phase, from OMol25.

```
58
Properties=species:S:1:pos:R:3:forces:R:3
C -3.6593 -0.2811 -1.1795 -0.17 -0.28 -0.05
H 1.5304 2.8712 -0.1051 0.06 0.04 -0.07
H -1.4586 -3.4689 -1.3203 -0.04 -0.05 -0.01
O -0.6395 -0.4359 1.9857 0.31 0.07 -0.34
H -4.3658 2.2355 1.6488 0.00 0.08 0.09
H -5.4406 -3.7100 -0.6478 0.06 0.03 -0.07
C 0.0572 -2.0320 -1.7803 -0.03 -0.06 -0.15
C -0.4476 -0.9964 0.7527 0.09 -0.01 -0.11
H 1.5338 -0.4967 -1.9338 0.11 0.04 -0.06
C 4.8421 0.7394 -1.0802 0.26 -0.13 0.03
C 0.7710 -0.9423 -1.3131 -0.14 -0.04 0.07
C 4.8340 -0.5841 0.9176 0.33 -0.12 0.02
H 5.3248 -1.2166 1.6408 0.08 -0.05 0.05
H 7.6140 -0.6811 1.4398 -0.01 -0.03 -0.03
O -5.0415 -1.8810 0.0514 0.02 0.25 0.23
C 2.8072 0.5282 0.1945 0.05 0.02 0.23
C 3.4946 -0.2812 1.0881 -0.07 0.15 -0.14
H -3.4366 -0.9722 -1.9765 0.02 -0.10 -0.05
H 0.2564 -2.4311 -2.7634 0.03 -0.04 -0.08
C 7.5788 -1.1079 0.4318 0.10 -0.13 0.14
H -3.2373 3.8778 -1.0594 0.02 0.03 0.13
C -1.1639 -2.0910 0.2841 -0.08 -0.03 0.26
H -5.2962 -2.4723 -1.9210 0.03 -0.01 0.02
H 7.1704 -2.1228 0.4818 0.01 0.04 0.01
H -2.8807 3.7976 0.6819 -0.05 -0.07 -0.12
C 5.5235 -0.0719 -0.1748 -0.10 0.09 -0.11
C 0.8127 2.0602 -0.2459 -0.12 -0.05 0.35
H 8.5877 -1.1468 0.0234 -0.06 -0.03 0.07
O 6.8423 -0.2965 -0.4483 -0.25 0.19 -0.16
H -0.4168 3.0258 1.2633 -0.04 -0.12 -0.03
N -1.3369 3.1687 -0.6597 0.08 0.33 -0.07
H -5.3406 -0.0302 1.7317 -0.08 -0.04 0.09
C -0.9058 -2.6065 -0.9746 0.03 -0.04 -0.03
C -3.1218 0.9923 -1.2254 -0.10 0.12 0.13
H 2.9699 -0.6879 1.9410 -0.07 -0.05 0.10
C -4.8839 -2.8320 -0.9727 0.02 -0.14 -0.15
C -4.1674 1.5361 0.8490 0.06 -0.01 -0.14
H -1.1055 1.5492 0.5721 0.08 0.04 0.09
C -2.7368 3.2842 -0.2863 -0.05 0.16 0.00
H -2.6520 -0.8338 2.2934 0.07 -0.03 0.02
C -0.5484 2.4543 0.3279 0.20 -0.08 -0.18
H 3.0099 1.6618 -1.6186 -0.08 0.10 -0.08
C 1.3369 0.7828 0.4269 0.03 0.13 -0.08
C -3.3654 1.9161 -0.2192 -0.05 0.05 -0.01
H -2.4828 1.2747 -2.0472 0.11 0.01 -0.11
C 0.5408 -0.4140 -0.0546 -0.22 0.03 0.31
C 3.5061 1.0308 -0.8977 0.02 -0.03 0.13
C -1.6823 -0.9235 2.7936 -0.23 -0.10 0.16
C -4.7144 0.2704 0.9055 -0.10 -0.28 -0.10
H -0.9416 4.0892 -0.8267 -0.08 -0.11 -0.04
H 5.3859 1.1312 -1.9256 0.07 0.05 -0.10
H -3.8326 -3.0998 -1.1140 -0.03 0.01 -0.02
H -1.6781 -0.2967 3.6844 -0.04 -0.07 -0.03
C -4.4644 -0.6533 -0.1089 -0.05 0.18 0.13
H -1.5132 -1.9650 3.0867 -0.01 0.03 -0.03
H 1.1760 0.8787 1.5049 0.07 0.01 -0.09
H 0.6857 1.8900 -1.3159 0.05 0.03 -0.06
H -1.9248 -2.5507 0.8951 -0.09 -0.02 0.08
```
Forces are in eV/Å.

Its multiplicity is 1. The relative energy (zero: lowest compared OMol25 entry of this formula, charge and spin) is 7.2 kJ/mol. The value obtained for the frontier orbital gap is 8.902 eV. The value obtained for the LUMO energy is 0.8 eV. The HOMO energy is -8.1 eV. As for the molar mass: 391.511 g mol⁻¹. Its net charge is 0. The SMILES is COc1ccc(CNCC[C@H](c2ccc(OC)cc2)c2ccccc2OC)cc1.


No. 3
The following is a quantum chemistry calculation of a molecular structure, C25H30ClIrN2OS3, from OMol25.

```
63
Properties=species:S:1:pos:R:3:forces:R:3
C 2.1279 2.1600 -1.2679 0.02 -0.02 -0.01
C 0.4177 1.0277 1.5619 -0.17 0.02 -0.12
C -4.4160 -3.8960 0.0161 0.01 -0.02 0.00
C 4.2611 1.9531 0.5771 0.00 0.00 0.02
H 5.8754 2.7448 1.7375 0.00 0.00 0.00
H 4.3006 2.7618 -0.1379 0.00 0.00 0.01
H -0.0093 0.4871 2.4046 -0.03 0.02 -0.01
C 3.1299 -0.1194 -1.6925 -0.05 -0.01 -0.02
C 0.9327 0.1033 -3.6024 -0.05 0.01 -0.05
H 2.7442 -1.6700 -3.1333 0.00 0.00 0.00
C -0.3018 -2.8542 -3.0593 -0.06 -0.07 -0.03
C -3.3341 -1.9669 0.9067 -0.01 0.01 0.05
H -6.6546 -4.8689 -0.9477 0.00 0.00 0.00
C -1.5413 -3.4729 -3.2349 0.08 0.03 -0.01
H -2.3494 -3.8535 0.5997 0.00 -0.02 0.00
H 4.0142 -0.5134 -1.1990 -0.01 -0.01 0.00
H 1.3925 1.4008 1.8614 0.01 0.01 0.03
C -5.6047 -3.1791 -0.1235 -0.01 0.01 0.01
H 1.6847 0.8819 -3.5309 0.03 -0.05 0.01
C 5.1339 0.9123 2.5663 0.00 -0.01 0.04
C 2.2800 -1.3000 -2.2097 0.05 0.05 0.01
C 3.3390 0.9300 0.4607 -0.03 0.02 -0.04
H -0.0395 0.5730 -3.7169 -0.01 0.03 0.04
C -1.5439 -2.0977 2.9769 0.00 -0.02 -0.05
H 1.8599 2.8270 -0.4517 -0.01 0.00 -0.01
H 5.8318 0.9109 3.3924 0.00 -0.01 0.00
C -2.6476 -1.5258 -2.3359 -0.10 -0.09 -0.02
H 3.4703 0.5059 -2.5169 0.01 -0.01 0.02
C -1.4261 -0.9215 -2.1110 0.10 0.25 0.12
H -1.5892 -4.4669 -3.6588 0.00 0.00 0.01
H -7.6468 -3.8101 0.0567 0.00 0.00 0.00
Cl -0.5984 2.4790 1.3175 -0.02 0.06 0.05
H -6.5438 -1.2681 0.1468 0.00 0.00 0.00
N 2.4184 0.8158 -0.6911 0.01 0.01 -0.15
C -4.4989 -1.2238 0.7682 0.01 0.00 0.00
H -3.5600 -1.0208 -2.0450 0.00 0.01 0.00
H -2.3688 -1.9883 3.6797 0.00 0.00 -0.01
H 1.2772 2.0874 -1.9352 0.02 -0.01 -0.01
H -7.1926 -3.3028 -1.5630 0.00 0.00 0.00
S -1.9127 -1.1284 1.5229 -0.07 0.08 -0.09
H 4.1621 -0.9066 3.1785 0.01 0.00 0.00
H -3.6639 -3.2663 -3.0652 0.00 0.00 0.00
O -0.7735 -1.5390 0.5603 0.03 -0.06 0.11
N 0.9343 -0.7875 -2.4191 -0.01 0.06 0.06
H -1.4092 -3.1382 2.6893 0.01 -0.01 0.02
S 2.0756 -1.3454 1.1850 0.00 0.10 -0.11
C -2.7016 -2.7992 -2.9022 -0.04 0.06 0.02
C -5.6296 -1.8381 0.2570 0.00 -0.01 0.00
S -1.2440 0.6585 -1.2782 -0.20 -0.05 -0.16
H -0.6241 -1.6955 3.3989 0.00 -0.02 0.01
H 0.6113 -3.3501 -3.3657 0.00 -0.01 0.00
C -0.2573 -1.5943 -2.5086 0.12 -0.03 -0.07
H -4.5152 -0.1770 1.0463 0.00 0.00 0.00
H 2.9931 2.5540 -1.8030 -0.01 0.00 0.00
Ir 0.6191 -0.1303 -0.1272 0.45 -0.31 0.35
C 5.1575 1.9422 1.6403 0.01 0.02 -0.01
H 1.1421 -0.5019 -4.4903 -0.04 0.00 0.00
C -6.8396 -3.8314 -0.6765 0.00 0.00 -0.01
C 4.2036 -0.1092 2.4482 0.01 0.00 0.00
H 2.2584 -2.1100 -1.4845 -0.01 0.00 0.00
C -3.2774 -3.3004 0.5274 -0.01 0.02 0.00
H -4.3836 -4.9350 -0.2876 0.00 0.00 0.00
C 3.2983 -0.1043 1.3941 -0.03 -0.06 0.03
```
Forces are in eV/Å.

Its multiplicity is 2. The relative energy (zero: lowest compared OMol25 entry of this formula, charge and spin) is 117.5 kJ/mol. The value obtained for the frontier orbital gap (alpha / beta) is 8.238 / 5.132 eV. The value obtained for the LUMO energy (alpha / beta) is -2.4 / -5.1 eV. The HOMO energy (alpha / beta) is -10.6 / -10.3 eV. As for the molar mass: 698.399 g mol⁻¹. Its net charge is +1.


No. 4
The following is a quantum chemistry calculation of 2 unconnected molecules or ions with the total composition C25H30IO3, from OMol25.

```
59
Properties=species:S:1:pos:R:3:forces:R:3
C 2.1607 1.4082 -2.6478 -0.04 0.01 0.03
C -1.8082 -0.8274 -1.3292 -0.13 -0.01 0.13
C -2.0434 1.4116 2.8493 -0.19 0.02 0.05
C 1.1042 0.9657 -4.7582 -0.02 0.01 0.02
I -1.8779 -6.4136 1.9427 -0.03 -0.12 0.07
O 5.7469 1.0314 -2.9104 0.02 0.02 -0.01
C 3.4091 1.1627 -3.2193 0.04 0.00 0.00
C 2.3494 0.7277 -5.3311 0.02 0.00 0.00
H 6.6263 1.4343 -0.6377 0.00 0.00 0.01
H -0.6114 -0.1498 3.2832 0.00 0.10 0.05
O -2.7723 -1.5949 -2.0431 0.06 -0.10 0.07
H -1.4269 2.3576 0.9709 -0.03 0.01 0.06
H -0.9228 -0.8144 -1.9694 -0.06 0.04 -0.03
H -1.4941 -3.5137 3.8757 0.01 -0.06 -0.05
H -1.5508 -1.3621 -0.4034 0.09 0.06 -0.04
O 0.9512 2.0178 -0.7137 -0.02 0.07 -0.06
C 3.4985 0.8257 -4.5657 -0.01 -0.01 0.00
H -3.0869 -0.1773 0.8755 -0.05 0.03 -0.03
H -1.5561 -1.7472 1.9556 -0.01 0.07 0.10
C 4.6617 1.2417 -2.4104 -0.08 0.00 0.03
H -3.5255 -0.7070 3.9339 0.03 -0.06 0.06
H 2.4200 0.4592 -6.3774 0.00 0.00 0.00
H -4.3071 -2.8825 -1.7112 -0.03 0.06 -0.01
H -2.0868 -4.0018 0.9050 -0.03 -0.01 0.04
H -0.7834 0.7570 1.2266 0.01 0.06 0.03
H 6.4528 1.9548 1.7912 0.00 0.00 0.00
C -1.6141 -4.2707 1.8482 0.05 0.06 -0.14
C -2.7746 0.7822 0.4555 -0.02 -0.16 0.07
H -3.6614 1.4240 0.4801 0.06 0.06 0.00
H 4.2345 2.3698 2.8035 0.00 0.00 0.00
H 2.1906 2.2782 1.3839 0.01 0.00 0.01
H -3.1352 1.4806 2.9471 0.04 0.06 0.04
C 3.2774 1.8223 -0.3918 -0.05 -0.01 0.02
C 5.5628 1.9194 1.1761 0.02 -0.01 -0.02
H -1.6451 2.3370 3.2909 0.11 -0.05 -0.06
C -2.2811 0.5905 -0.9877 0.05 0.08 -0.08
C -2.1727 -3.4943 3.0214 -0.09 -0.01 0.12
H -3.2958 -2.0121 1.9762 0.08 -0.04 0.01
C -1.5830 0.1835 3.6894 0.15 -0.12 -0.04
H -1.3355 0.5749 4.6887 -0.11 -0.02 0.01
C -2.3971 -2.0045 2.6314 0.09 -0.09 -0.11
C -3.8639 -2.0035 -1.2412 0.03 0.09 0.02
H -1.4446 1.2771 -1.1549 -0.06 0.03 0.01
C -1.6883 1.3661 1.3591 0.06 -0.17 -0.13
H -4.6244 -1.2162 -1.1552 0.04 -0.03 -0.01
H -3.1166 -3.9324 3.3561 0.00 0.07 0.01
C 4.5256 1.5758 -0.9631 0.04 0.00 -0.02
C 4.3159 2.1554 1.7459 -0.03 0.00 0.00
H 0.0523 1.4934 -2.9494 0.00 0.00 -0.01
H 4.4774 0.6382 -4.9859 -0.01 0.00 -0.01
H -3.5398 -2.2633 -0.2265 0.00 -0.04 -0.08
H -3.0546 0.8641 -1.7131 0.02 -0.06 -0.01
C 3.1740 2.1090 0.9647 0.01 -0.01 0.00
C 5.6691 1.6297 -0.1734 0.00 0.00 0.01
C 1.0088 1.3081 -3.4204 0.01 -0.01 0.00
H 0.2062 0.8782 -5.3559 0.00 0.00 0.00
H -0.5372 -4.1666 1.7423 -0.02 0.12 -0.01
C 2.0286 1.7750 -1.2066 0.08 -0.08 -0.01
C -2.4856 -1.0328 3.7833 -0.09 0.14 -0.12
```
Forces are in eV/Å.

Its multiplicity is 1. The value obtained for the frontier orbital gap is 1.864 eV. The value obtained for the LUMO energy is 0.6 eV. The HOMO energy is -1.2 eV. As for the molar mass: 505.416 g mol⁻¹. Its net charge is -1.